Arrangement a

Molecular formula: C4H13NO2
Method: DFT, ωB97M-V/def2-TZVPD

Each line ends with the natural charge from an NBO analysis.
Element x y z (Å)
C  0.9146  -0.3088  1.8190  -0.5081
C  0.9790  0.0442  0.5282  0.2052
C  1.2177  -0.9498  -0.5953  -0.6485
N  0.4807  1.3291  0.1329  -0.5991
C  1.2980  2.0662  -0.8059  -0.4133
H  1.1381  -1.3288  2.0982  0.1954
H  1.0270  0.4584  2.5762  0.1992
H  1.6435  -1.7966  -0.0609  0.2235
H  0.3840  -1.3020  -1.1927  0.1941
H  1.9087  -0.5026  -1.3069  0.2170
H  0.3437  1.9123  0.9376  0.3666
H  2.1382  2.5987  -0.3148  0.1712
H  1.7530  1.4435  -1.5693  0.1935
H  0.6792  2.8403  -1.2739  0.2014
O  -3.3274  0.4544  1.0058  -0.9278
H  -3.0891  -0.4449  1.2459  0.4635
H  -4.1982  0.3079  0.6115  0.4645
O  -2.1477  -2.2796  -1.4620  -0.9215
H  -1.3160  -1.9098  -1.7724  0.4610
H  -1.8269  -2.6322  -0.6014  0.4622

The HOMO energy comes out at -8.38 eV. The structure (SMILES) is C=C(C)NC.O.O. For the gap between HOMO and LUMO, the calculation gives 9.0 eV.

---

Arrangement b

Molecular formula: C4H13NO2
Method: DFT, ωB97M-V/def2-TZVPD

Each line ends with the natural charge from an NBO analysis.
Element x y z (Å)
C  1.9487  -0.3890  1.9244  -0.6296
C  1.9228  -0.4823  0.3913  -0.2159
N  0.6824  0.0070  -0.1806  -0.6270
C  -0.4546  -0.8727  0.1098  -0.2509
C  -1.7441  -0.0688  0.1225  -0.0651
O  -2.8143  -0.8946  -0.3297  -0.7287
H  2.9565  -0.1528  2.2515  0.2144
H  1.3164  0.4374  2.2336  0.2152
H  1.6439  -1.3236  2.3861  0.2048
H  2.7837  0.0550  -0.0210  0.1934
H  2.1143  -1.5350  0.1190  0.1553
H  0.8351  0.0251  -1.1821  0.3518
H  -0.5503  -1.6460  -0.6541  0.1863
H  -0.3127  -1.3620  1.0671  0.1971
H  -1.6606  0.8592  -0.4422  0.1666
H  -1.9643  0.2189  1.1569  0.1588
H  -3.5075  -0.3154  -0.6750  0.4719
O  -1.2841  2.7924  -2.8363  -0.9375
H  -1.2267  1.9812  -3.3467  0.4673
H  -0.6848  2.6661  -2.0944  0.4717

The HOMO energy comes out at -9.14 eV. The structure (SMILES) is CCNCCO.O. For the gap between HOMO and LUMO, the calculation gives 9.8 eV.

---

Verdict on stability: arrangement a comes out at the bottom.

---

Arrangement a

Molecular formula: C6H5N2
Method: DFT, ωB97M-V/def2-TZVPD

Each line ends with the natural charge from an NBO analysis.
Element x y z (Å)
H  1.0788  3.4130  -0.2176  0.3911
N  0.6008  3.1373  -1.0625  -0.6118
C  -0.0825  2.1429  -1.1912  0.3583
C  -0.9156  1.2330  -1.8578  -0.1095
C  -0.6497  0.8156  -0.6146  -0.1253
C  -0.7277  -0.0156  0.4989  0.1132
N  -0.1229  -1.1419  0.6269  -0.2542
C  0.4292  -2.1817  1.4338  0.0818
C  0.8505  -2.0979  0.2026  0.0683
H  -1.4856  1.0303  -2.7360  0.2586
H  -1.3038  0.3404  1.3502  0.2553
H  0.3517  -2.5644  2.4237  0.2870
H  1.4165  -2.3541  -0.6608  0.2872

The HOMO energy (alpha / beta) comes out at -12.63 / -12.63 eV. As for the net charge: +1. The structure (SMILES) is [H]/N=c1/cc1C=[N+]1C=C1. For the gap between HOMO and LUMO (alpha / beta), the calculation gives 8.3 / 8.3 eV.

---

Arrangement b

Molecular formula: C6H5N2
Method: DFT, ωB97M-V/def2-TZVPD

Each line ends with the natural charge from an NBO analysis.
Element x y z (Å)
C  2.6754  2.5820  -0.0003  0.1211
C  1.9169  1.6280  0.0532  -0.1036
C  0.9023  -1.8303  -0.0376  -0.2597
C  1.1814  0.5508  0.0985  0.2313
C  0.3941  -0.4978  -0.0888  0.0162
C  -1.1211  -0.2923  -0.0004  -0.6148
N  2.1756  -1.7311  0.0274  0.1131
N  3.2542  -1.5216  -0.0170  0.1683
H  3.0719  3.4675  -0.3869  0.2619
H  0.2282  -2.5982  0.2415  0.2904
H  -1.6835  -1.0910  0.4047  0.2602
H  -1.4260  0.1270  -0.9018  0.2595
H  -1.4415  0.4232  0.6482  0.2559

The HOMO energy comes out at -13.31 eV. As for the net charge: +1. For the gap between HOMO and LUMO, the calculation gives 6.3 eV.

---

Verdict on stability: arrangement b comes out at the bottom.

---

Arrangement a

Molecular formula: C11H11N
Method: DFT, ωB97M-V/def2-TZVPD

Each line ends with the natural charge from an NBO analysis.
Element x y z (Å)
C  -0.6701  -1.5374  -0.7258  -0.2132
C  0.2673  -1.8154  0.2674  -0.2203
C  1.3401  -2.6576  -0.0073  -0.2026
C  1.4878  -3.2060  -1.2785  -0.2148
C  0.5549  -2.9257  -2.2714  -0.2122
C  -0.5225  -2.0926  -1.9938  -0.2107
H  -1.5140  -0.8908  -0.5075  0.2146
H  0.1532  -1.3876  1.2588  0.2064
H  2.0647  -2.8757  0.7744  0.2125
H  2.3357  -3.8513  -1.5064  0.2138
H  0.6631  -3.3556  -3.2670  0.2138
H  -1.2503  -1.8691  -2.7776  0.2135
C  -1.5006  2.8752  1.3932  -0.1716
C  -0.9795  1.5542  1.6289  -0.2560
C  0.2650  1.3117  1.1793  0.0168
N  0.9469  2.2327  0.5878  -0.4184
C  0.5143  3.4342  0.5282  0.0554
C  -0.7511  3.8210  0.9304  -0.2758
H  -2.5821  3.1539  1.6669  0.2154
H  -1.7767  0.7885  2.0122  0.2246
H  0.7200  0.3467  1.2275  0.1961
H  1.1472  4.0204  -0.0976  0.1873
H  -0.9132  4.9262  0.9780  0.2255

The HOMO energy comes out at -9.32 eV. The structure (SMILES) is c1ccccc1.c1ccncc1. For the gap between HOMO and LUMO, the calculation gives 10.2 eV.

---

Arrangement b

Molecular formula: C11H11N
Method: DFT, ωB97M-V/def2-TZVPD

Each line ends with the natural charge from an NBO analysis.
Element x y z (Å)
C  1.1253  -0.7239  0.9340  -0.2206
C  0.7008  0.4589  1.4258  -0.2368
C  1.2521  1.6844  1.0458  -0.2202
C  2.5289  1.7608  0.3607  -0.2435
C  3.0289  0.5159  -0.0326  -0.2122
C  2.2345  -0.7368  0.0212  -0.2321
H  0.7141  -1.6387  1.6556  0.2290
H  -0.2945  0.2451  2.0866  0.2474
H  1.0091  2.6099  1.6382  0.2259
H  3.0196  2.6738  -0.1541  0.2377
H  3.9333  0.3459  -0.6671  0.2111
H  2.7849  -1.6738  -0.2091  0.2183
C  -2.1547  -1.4246  -1.4665  -0.1697
C  -3.0595  -1.1674  -0.4323  -0.2685
C  -2.8522  -0.0574  0.3649  0.0253
N  -1.7876  0.7561  0.2366  -0.4359
C  -0.9170  0.4738  -0.7392  0.0483
C  -1.0605  -0.6027  -1.6005  -0.2548
H  -2.3208  -2.2482  -2.1463  0.2154
H  -3.9054  -1.8228  -0.2716  0.2177
H  -3.5598  0.1819  1.1585  0.1924
H  -0.0802  1.1493  -0.8142  0.2064
H  -0.3395  -0.7594  -2.3943  0.2193

The HOMO energy comes out at -8.96 eV. The structure (SMILES) is c1ccccc1.c1ccncc1. For the gap between HOMO and LUMO, the calculation gives 9.7 eV.

---

Verdict on stability: arrangement b comes out at the bottom.

---

Arrangement a

Molecular formula: C11H11N
Method: DFT, ωB97M-V/def2-TZVPD

Each line ends with the natural charge from an NBO analysis.
Element x y z (Å)
C  -2.1602  2.3152  -0.9549  -0.0321
C  -2.7734  1.1632  -0.4548  -0.2122
C  -1.9321  0.1336  0.1538  -0.2435
C  -0.6589  0.5536  0.5911  -0.2363
C  -0.2402  1.7687  0.2132  -0.0248
C  2.2977  -2.4807  0.6142  -0.2447
C  2.7996  -1.2292  0.4362  -0.1871
C  1.9976  -0.2241  -0.0118  -0.2492
C  0.5904  -0.3565  -0.3809  -0.2310
C  0.0814  -1.5353  -0.0720  -0.2399
C  0.8962  -2.6790  0.3369  -0.1743
H  -2.6788  3.0679  -1.4658  0.1975
H  -3.7205  0.6656  -0.7585  0.2191
H  -2.4378  -0.7563  0.3187  0.2160
H  0.0629  -0.0096  1.0389  0.2790
H  0.7732  2.2917  0.4715  0.2202
H  2.9039  -3.2686  0.8747  0.2082
H  3.8550  -1.0209  0.7783  0.2137
H  2.5760  0.7097  0.0771  0.2133
H  0.2070  0.5414  -0.7784  0.2853
H  -0.9365  -1.5583  -0.1849  0.2085
H  0.4971  -3.6707  0.4560  0.2163
N  -0.9271  2.6329  -0.5221  -0.4021

The HOMO energy comes out at -7.58 eV. For the gap between HOMO and LUMO, the calculation gives 7.7 eV.

---

Arrangement b

Molecular formula: C11H11N
Method: DFT, ωB97M-V/def2-TZVPD

Each line ends with the natural charge from an NBO analysis.
Element x y z (Å)
C  0.9634  -0.9717  -1.0870  -0.2248
C  1.7644  -1.4933  -0.2407  -0.1993
C  2.3814  -0.5226  0.7047  -0.2146
C  2.2596  0.8026  0.5328  -0.2339
C  1.1452  1.3130  -0.2311  -0.2389
C  0.6443  0.3790  -1.0468  -0.1974
H  0.3973  -1.8342  -1.6900  0.2175
H  1.8464  -2.5374  -0.0453  0.2167
H  3.2002  -0.8997  1.4131  0.2137
H  2.8461  1.5176  1.1116  0.2130
H  0.9855  2.4327  -0.4372  0.2318
H  -0.1538  0.6741  -1.8392  0.2143
C  -2.0748  0.8366  -0.5626  -0.2101
C  -1.3007  1.4456  0.3732  -0.2418
C  -0.8133  0.4845  1.4043  0.0821
N  -1.2209  -0.8033  1.5899  -0.4262
C  -1.9941  -1.3247  0.5685  0.0227
C  -2.2632  -0.5258  -0.5730  -0.2766
H  -2.2862  1.3174  -1.5980  0.2143
H  -0.9167  2.4395  0.2882  0.2285
H  -0.2578  0.9142  2.1262  0.1801
H  -2.2568  -2.4035  0.5055  0.2006
H  -2.8956  -1.2405  -1.2670  0.2283

The HOMO energy comes out at -8.49 eV. The structure (SMILES) is c1ccccc1.c1ccncc1. For the gap between HOMO and LUMO, the calculation gives 9.2 eV.

---

Verdict on stability: arrangement a comes out at the bottom.

---

Arrangement a

Molecular formula: CH6N3S2
Method: DFT, ωB97M-V/def2-TZVPD

Each line ends with the natural charge from an NBO analysis.
Element x y z (Å)
N  1.0733  1.1639  -0.0339  -0.7606
C  0.1284  0.3497  -0.3599  0.6830
N  -0.4529  -0.5118  0.9306  -0.7622
S  -0.0061  0.0336  2.5084  0.2667
N  -0.2170  -0.0777  -1.5224  -0.6658
S  -1.7910  -0.9195  -1.8822  0.2465
H  1.3017  1.0314  0.9823  0.4190
H  1.5870  1.9418  -0.3809  0.4594
H  -1.3767  -0.6850  0.8400  0.3910
H  1.1857  -0.6282  2.4142  0.1305
H  0.1898  0.3196  -2.3672  0.4448
H  -1.6222  -2.0178  -1.1290  0.1477

The HOMO energy comes out at -13.93 eV. As for the net charge: +1. The structure (SMILES) is N/C(NS)=[NH+]/S. For the gap between HOMO and LUMO, the calculation gives 10.0 eV.

---

Arrangement b

Molecular formula: CH6N3S2
Method: DFT, ωB97M-V/def2-TZVPD

Each line ends with the natural charge from an NBO analysis.
Element x y z (Å)
C  -0.1367  -0.0566  -0.7294  0.3316
N  -1.4519  0.5321  -1.2094  -0.7865
N  0.0391  -0.1746  0.5538  -0.3648
N  1.0317  -1.0125  1.0291  -0.6124
S  0.9143  -0.6541  -1.9663  0.2623
S  -0.6205  1.1516  1.4464  0.2242
H  -1.8020  1.1872  -0.4370  0.4228
H  -1.4626  0.8033  -2.2432  0.4336
H  1.7383  -1.0746  -1.0278  0.1336
H  1.9314  -0.7944  0.6269  0.3624
H  1.0839  -0.9535  2.0306  0.4078
H  -1.8356  0.6154  2.0283  0.1855

The HOMO energy comes out at -14.44 eV. As for the net charge: +1. For the gap between HOMO and LUMO, the calculation gives 9.9 eV.

---

Verdict on stability: arrangement b comes out at the bottom.